[1]
Density functional theory data (ωB97M-V with the def2-TZVPD basis set) for C4H14F6MgN5O9S2 as an isolated structure.

- <S²> = 0.76
- HOMO level (spin up / spin down) (eV) = -16.212 / -16.212
- LUMO (spin up / spin down) (eV) = -7.072 / -12.069
- HOMO-LUMO gap (spin up / spin down) (eV) = 9.1 / 4.1

Structure (ORCA input):
```
! wB97M-V def2-TZVPD RIJCOSX def2/J DEFGRID3
* xyz 2 2
Mg -7.25 6.68 26.15
F -8.49 1.92 28.22
O -8.20 5.15 24.76
O -10.16 4.80 26.91
O -5.64 5.75 29.04
F -6.91 3.10 27.49
S -7.04 5.46 29.26
H -9.18 8.60 25.57
H -4.04 5.95 27.47
N -5.82 7.80 22.54
H -3.19 4.49 27.14
O -5.71 5.60 25.75
H -6.83 8.75 27.49
C -7.56 6.96 30.44
N -4.75 3.64 25.66
O -9.72 4.52 29.20
H -6.04 9.99 24.76
H -6.02 6.84 22.28
N -3.91 5.15 26.87
C -8.23 2.99 27.42
F -7.29 6.66 31.78
O -6.23 8.06 27.19
H -4.00 3.03 25.95
O -9.05 7.79 26.07
H -5.36 8.41 27.37
F -8.61 2.64 26.20
S -9.11 4.66 27.86
N -7.96 5.78 27.67
C -6.22 8.32 23.72
F -8.94 7.07 30.30
H -5.72 10.29 23.17
H -8.19 4.33 24.27
F -6.84 8.07 29.94
N -5.87 9.57 23.86
O -7.23 4.16 29.99
H -9.10 5.48 24.67
O -6.85 7.70 24.49
C -4.87 4.85 26.07
H -9.92 7.55 26.38
H -5.16 3.43 24.77
H -5.29 8.41 21.93
*
```

[2]
Density functional theory data (ωB97M-V with the def2-TZVPD basis set) for a 2-piece molecular cluster, C4H14N2 overall.

- HOMO level (eV) = -8.381
- LUMO (eV) = 0.990
- HOMO-LUMO gap (eV) = 9.4
- energy relative to the best compared isomer or geometry (same formula, charge and spin) (eV) = 1.423

Structure (ORCA input):
```
! wB97M-V def2-TZVPD RIJCOSX def2/J DEFGRID3
* xyz 0 1
C -0.01 -2.18 -1.40
H 1.77 0.13 -0.78
H -0.53 -1.25 -1.20
C 2.01 -0.76 -1.40
H 1.63 -0.55 -2.45
H 1.97 -2.70 -0.72
H -1.64 3.00 1.67
H -0.25 -3.19 -1.04
H -0.05 -2.25 -2.53
C -1.63 0.81 2.17
H 0.13 1.14 0.24
H -2.69 0.55 2.22
H -1.10 -0.04 1.73
C -1.49 2.03 1.23
H -0.44 2.30 -0.43
N -0.15 2.08 0.54
H 3.09 -0.82 -1.46
H -2.29 2.04 0.38
N 1.33 -1.93 -0.90
H -1.25 0.98 3.18
*
```

[3]
Density functional theory data (ωB97M-V with the def2-TZVPD basis set) for a 2-piece molecular cluster, C4H14N2O overall.

- <S²> = 0.75
- HOMO level (spin up / spin down) (eV) = 1.076 / -5.764
- LUMO (spin up / spin down) (eV) = 3.576 / 3.483
- HOMO-LUMO gap (spin up / spin down) (eV) = 2.5 / 9.2
- energy relative to the best compared isomer or geometry (same formula, charge and spin) (eV) = 1.323

Structure (ORCA input):
```
! wB97M-V def2-TZVPD RIJCOSX def2/J DEFGRID3
* xyz -1 2
O -3.06 -1.48 -2.34
C -0.66 0.41 0.32
C -1.15 -0.03 1.70
C 2.96 1.08 -0.75
H -0.37 -1.51 2.93
H -1.27 -0.03 -0.49
N -0.56 -1.44 1.98
C 1.45 1.21 -0.70
H 1.36 2.18 -0.32
H 3.41 1.96 -1.21
H 3.24 0.83 0.23
H -2.29 0.00 1.53
H 3.31 0.24 -1.35
H -0.97 1.46 0.12
H -0.84 0.71 2.51
H 1.11 1.16 -1.77
H -2.56 -1.83 -1.61
H -3.66 -2.13 -2.79
N 0.83 0.23 0.24
H 0.95 -0.74 -0.03
H -1.22 -2.27 1.79
*
```

[4]
Density functional theory data (ωB97M-V with the def2-TZVPD basis set) for a 2-piece molecular cluster, C4H14N2O overall.

- HOMO level (eV) = -8.006
- LUMO (eV) = 0.885
- HOMO-LUMO gap (eV) = 8.9
- energy relative to the best compared isomer or geometry (same formula, charge and spin) (eV) = 2.846

Structure (ORCA input):
```
! wB97M-V def2-TZVPD RIJCOSX def2/J DEFGRID3
* xyz 0 1
N 1.67 -0.05 0.58
C -0.70 0.39 0.18
C 0.43 0.30 1.29
H -2.18 -1.19 -1.90
C -1.49 -1.63 -1.18
H -0.49 -1.87 -1.72
H -1.39 1.72 -3.03
H 3.19 -0.89 1.88
H 0.48 1.31 1.61
O -1.40 2.42 -2.39
H -1.66 -1.29 0.89
C 2.84 0.05 1.44
H -0.01 -0.24 2.07
H 3.68 0.54 0.86
H -1.77 -2.71 -0.78
H 2.75 0.72 2.37
H 1.60 -0.95 0.16
H -1.53 1.17 0.41
H -0.28 0.64 -0.82
H -2.26 2.35 -1.92
N -1.47 -0.80 0.02
*
```

[5]
Density functional theory data (ωB97M-V with the def2-TZVPD basis set) for a 2-piece molecular cluster, C4H14N2O overall.

- HOMO level (eV) = -9.367
- LUMO (eV) = 0.677
- HOMO-LUMO gap (eV) = 10.0
- energy relative to the best compared isomer or geometry (same formula, charge and spin) (eV) = 1.546

Structure (ORCA input):
```
! wB97M-V def2-TZVPD RIJCOSX def2/J DEFGRID3
* xyz 0 1
H -2.83 0.95 -0.40
H -2.21 -0.51 -0.06
O -1.56 -2.31 2.04
H 1.08 2.10 -0.53
H -0.95 1.74 -1.27
N 0.15 -0.11 -1.19
H 2.00 1.60 0.97
C 1.07 1.55 0.41
H 0.18 -0.24 0.94
H 0.32 1.98 1.07
H 1.84 -1.76 -0.32
H -0.26 -1.05 -1.25
H 2.54 -0.79 1.07
C -1.06 0.67 -1.44
C 0.83 0.06 0.09
H -1.19 0.58 -2.52
H 2.80 -0.30 -0.60
H -1.85 -1.41 2.03
C 2.09 -0.78 0.07
N -2.29 0.18 -0.80
H -0.70 -2.15 1.69
*
```

[6]
Density functional theory data (ωB97M-V with the def2-TZVPD basis set) for a 2-piece molecular cluster, C4H14N2O overall.

- HOMO level (eV) = -9.338
- LUMO (eV) = 0.906
- HOMO-LUMO gap (eV) = 10.2
- energy relative to the best compared isomer or geometry (same formula, charge and spin) (eV) = 1.645

Structure (ORCA input):
```
! wB97M-V def2-TZVPD RIJCOSX def2/J DEFGRID3
* xyz 0 1
N 1.52 0.84 2.69
H 1.51 -1.23 1.35
H -1.46 -0.73 -3.18
C 1.07 0.81 1.31
H 1.45 1.67 0.75
H 0.76 0.57 3.32
N -0.27 -0.41 -1.48
C 1.21 -0.56 0.54
C -0.09 -0.97 -0.16
H -2.38 -0.44 -1.70
O -1.33 2.36 -0.83
H -0.86 -0.65 0.54
H -0.13 -2.07 -0.25
H 2.21 0.11 2.84
H -0.94 1.47 -0.87
H 0.02 1.04 1.23
H -1.62 2.34 0.09
H 1.97 -0.53 -0.26
C -1.49 -0.92 -2.12
H -1.66 -1.97 -1.78
H 0.51 -0.73 -2.04
*
```

[7]
Density functional theory data (ωB97M-V with the def2-TZVPD basis set) for a 2-piece molecular cluster, C4H14N2O overall.

- HOMO level (eV) = -8.837
- LUMO (eV) = 0.758
- HOMO-LUMO gap (eV) = 9.6
- energy relative to the best compared isomer or geometry (same formula, charge and spin) (eV) = 2.013

Structure (ORCA input):
```
! wB97M-V def2-TZVPD RIJCOSX def2/J DEFGRID3
* xyz 0 1
H 0.23 1.34 -0.36
H 2.06 0.03 -3.23
H -0.07 -0.23 -2.22
C -0.69 -0.40 0.49
C -3.00 -0.40 -0.32
N -1.98 0.35 0.42
H 3.04 -0.20 4.81
H 1.32 0.27 0.29
N 0.75 -0.28 -1.63
H -0.93 -1.39 0.07
H 2.78 0.08 -1.57
H -1.79 1.11 -0.23
C 0.42 0.25 -0.33
H -0.32 -0.44 1.51
H 1.80 1.45 -2.21
H -3.29 -1.29 0.24
H -2.68 -0.72 -1.31
H -3.87 0.25 -0.40
O 2.19 -0.41 4.41
H 2.09 0.29 3.75
C 1.92 0.35 -2.19
*
```

[8]
Density functional theory data (ωB97M-V with the def2-TZVPD basis set) for a 2-piece molecular cluster, C4H14N2O overall.

- HOMO level (eV) = -8.906
- LUMO (eV) = 0.862
- HOMO-LUMO gap (eV) = 9.8
- energy relative to the best compared isomer or geometry (same formula, charge and spin) (eV) = 1.274

Structure (ORCA input):
```
! wB97M-V def2-TZVPD RIJCOSX def2/J DEFGRID3
* xyz 0 1
H 1.73 -1.96 0.74
H 1.15 -1.63 2.37
N 0.72 -0.13 0.93
H -2.64 -0.13 0.33
H -0.76 -1.49 0.64
H 1.05 0.79 1.17
H -1.86 1.33 0.90
H 2.91 1.69 -1.13
H -1.24 -0.14 -2.91
C -1.71 0.42 0.33
H 2.51 -0.72 1.82
O 2.26 1.13 -1.57
H -1.98 1.54 -1.50
H -0.33 1.22 -1.05
C 1.57 -1.18 1.48
N -1.38 -0.40 -1.95
H 1.60 0.92 -0.90
C -0.70 -0.47 1.04
H -0.96 -0.54 2.11
H -0.62 -1.03 -1.73
C -1.33 0.77 -1.10
*
```

Max |F| list, top to bottom, in eV/Å: 7.16; 2.52; 3.07; 4.56; 1.43; 1.79; 1.51; 1.07
E list, top to bottom, in Ha: -2706.8713; -270.2433; -345.4532; -345.4716; -345.5194; -345.5157; -345.5022; -345.5294